{"formula": "C41H62ClFeGeN5P3S", "method": "ωB97M-V/def2-TZVPD", "elements": ["Fe", "C", "C", "C", "P", "C", "N", "Ge", "N", "C", "P", "C", "C", "C", "C", "C", "C", "C", "C", "C", "C", "C", "C", "N", "C", "C", "C", "C", "C", "C", "C", "C", "C", "C", "C", "C", "N", "C", "P", "C", "C", "C", "C", "C", "C", "C", "C", "C", "H", "H", "H", "H", "H", "H", "H", "H", "H", "H", "H", "H", "H", "H", "H", "H", "H", "H", "H", "H", "H", "H", "H", "H", "H", "H", "H", "H", "H", "H", "H", "H", "H", "H", "H", "H", "H", "H", "H", "H", "H", "H", "H", "H", "H", "H", "H", "H", "H", "H", "H", "H", "H", "H", "H", "H", "H", "H", "H", "H", "Cl", "C", "H", "H", "S", "C", "N"], "xyz": [[-8.62829, -7.10797, -14.17527], [-3.69897, -6.78865, -13.99072], [-5.09142, -7.32040, -13.62641], [-5.20578, -8.83146, -13.85524], [-6.51999, -6.38572, -14.52858], [-6.12468, -6.54767, -16.38576], [-7.24104, -6.50034, -17.34490], [-9.08394, -6.72418, -16.79910], [-10.15781, -5.03221, -17.01757], [-11.01443, -4.32814, -16.08005], [-12.30107, -5.34115, -15.01643], [-12.85417, -4.03146, -13.71153], [-11.96378, -2.79413, -13.51221], [-13.04323, -4.74980, -12.37368], [-13.91915, -5.14582, -16.01406], [-15.03754, -5.97594, -15.30671], [-13.68894, -5.61609, -17.42435], [-10.10800, -4.45056, -18.27956], [-10.21190, -3.06469, -18.48345], [-10.56787, -2.57897, -19.75678], [-10.54948, -3.41431, -20.84621], [-10.31870, -4.78569, -20.67970], [-9.89968, -5.25044, -19.43661], [-9.33439, -6.57643, -19.17079], [-7.95183, -6.60786, -19.66621], [-7.64576, -6.56491, -21.00691], [-6.31603, -6.80956, -21.44777], [-5.29952, -6.92163, -20.52864], [-5.59205, -6.82812, -19.14543], [-6.91914, -6.70334, -18.68713], [-10.18883, -7.68760, -19.58273], [-10.44368, -7.92029, -20.96081], [-11.27427, -9.01008, -21.32045], [-11.89267, -9.76474, -20.30024], [-11.60160, -9.52568, -18.95357], [-10.72363, -8.47424, -18.58060], [-10.29481, -8.15162, -17.29677], [-10.85869, -8.93072, -16.20335], [-9.81233, -9.00601, -14.65180], [-8.81032, -10.52033, -15.02999], [-9.57048, -11.80980, -14.75201], [-8.16040, -10.55781, -16.43009], [-11.17510, -9.33309, -13.32908], [-10.55213, -9.92725, -12.06779], [-12.41480, -10.03459, -13.81952], [-6.02145, -4.58829, -14.26491], [-6.07780, -4.08312, -12.81307], [-6.89879, -3.72401, -15.18838], [-2.96481, -7.22365, -13.30372], [-3.60766, -5.69227, -13.87635], [-3.39916, -7.08541, -15.03603], [-5.32527, -7.04608, -12.58498], [-4.44139, -9.17826, -14.59473], [-6.19631, -9.11688, -14.16040], [-5.09074, -9.36662, -12.87043], [-5.50832, -7.50902, -16.43242], [-5.39078, -5.76534, -16.61552], [-11.63339, -3.57747, -16.58587], [-10.45493, -3.75986, -15.35758], [-13.82963, -3.68037, -14.04175], [-10.96157, -3.07047, -13.14492], [-12.49215, -2.20819, -12.74199], [-11.88018, -2.09625, -14.37947], [-12.09328, -5.07652, -11.91558], [-13.67919, -5.68573, -12.43441], [-13.55357, -4.04582, -11.65897], [-14.22982, -4.10680, -16.06441], [-14.73185, -7.07036, -15.31823], [-15.96599, -5.90643, -15.90205], [-15.16874, -5.69657, -14.26437], [-13.39367, -6.67798, -17.52248], [-12.90320, -5.00259, -17.88209], [-14.58286, -5.46774, -18.06449], [-10.13085, -2.38669, -17.65438], [-10.83382, -1.50911, -19.86181], [-10.76611, -2.94430, -21.78849], [-10.26158, -5.46405, -21.55586], [-8.39387, -6.30547, -21.79692], [-6.12984, -6.90243, -22.50944], [-4.25079, -6.99280, -20.87295], [-4.80504, -6.69611, -18.40949], [-9.84267, -7.38463, -21.68439], [-11.48660, -9.22582, -22.35999], [-12.54720, -10.58528, -20.54909], [-12.13352, -10.06643, -18.14450], [-11.05526, -9.96382, -16.55636], [-11.84409, -8.56241, -15.93344], [-8.05515, -10.38948, -14.26724], [-10.27034, -12.07210, -15.57288], [-10.19340, -11.69173, -13.84950], [-8.84559, -12.65512, -14.56784], [-8.77005, -11.07818, -17.15793], [-7.16018, -11.00306, -16.34160], [-7.98852, -9.51466, -16.78564], [-11.46092, -8.31944, -13.05067], [-9.48009, -10.04001, -12.20260], [-10.99563, -10.91990, -11.85569], [-10.73831, -9.26860, -11.19808], [-12.20135, -11.04748, -14.20004], [-12.96714, -9.50019, -14.57953], [-13.08499, -10.15500, -12.93424], [-4.98666, -4.55483, -14.61895], [-6.98256, -4.43895, -12.29400], [-6.19635, -2.99858, -12.86975], [-5.14032, -4.34347, -12.27579], [-7.89678, -3.53530, -14.75946], [-7.07015, -4.19216, -16.18020], [-6.37998, -2.74960, -15.28444], [-9.32410, -5.39165, -11.42448], [-9.66587, -5.85901, -13.09025], [-9.63762, -4.89517, -13.63264], [-10.72445, -6.23773, -13.07671], [-6.49776, -9.41630, -10.46995], [-7.32642, -8.64264, -11.61321], [-7.88266, -8.15509, -12.55874]], "atomic_forces_ev_per_a": [[0.4, -1.2, 0.5], [0.2, 0.1, -0.5], [-0.8, 0.7, -0.7], [0.9, -0.5, 0.9], [2.1, 0.7, -0.7], [0.7, -1.0, 0.5], [-0.4, -0.6, 0.2], [-0.1, -0.8, 0.8], [-0.2, 0.3, -1.8], [-1.1, 0.1, 0.5], [-0.8, 0.7, -0.3], [0.9, -0.5, -0.2], [-0.3, 0.3, 0.0], [-0.8, -0.5, 0.9], [0.3, -1.1, 0.4], [1.0, -1.0, -0.9], [-0.1, -0.1, -1.2], [1.1, 0.0, 0.7], [-1.5, 0.5, -1.1], [0.7, 1.0, 1.9], [-0.8, -0.6, 0.0], [1.4, -0.3, -0.5], [-0.6, -1.0, 0.2], [0.0, 0.9, 0.0], [0.2, -0.3, 0.4], [0.7, -0.1, -1.3], [-1.2, 0.3, 0.1], [0.4, 0.2, 1.0], [-0.3, 0.4, -0.4], [0.3, 0.5, -0.7], [0.1, 0.4, -2.3], [-0.2, -1.6, 1.3], [0.1, 0.8, 0.9], [1.0, 0.6, 0.2], [-0.4, 0.4, 0.6], [0.2, 0.2, 0.2], [0.2, -0.1, 0.9], [-0.1, -0.3, -0.1], [-2.0, -0.5, -1.3], [-0.2, -0.1, 0.3], [-0.2, -0.7, 0.6], [0.6, 1.6, 0.6], [1.1, 0.8, -0.5], [-0.3, -0.5, 0.4], [-0.5, -1.1, 0.6], [-0.9, -0.5, -0.2], [0.0, -0.3, -0.2], [0.1, 0.2, -0.1], [-0.1, -0.1, -0.1], [0.0, -0.6, -0.1], [-0.3, 0.4, 1.0], [0.1, -0.3, -0.2], [-0.7, 0.2, 0.6], [-0.4, -0.1, -0.5], [0.3, 0.4, -1.0], [-1.0, 0.8, -0.2], [-0.2, 0.1, 0.0], [0.3, -0.2, -0.2], [0.6, 0.0, 0.5], [0.0, -0.1, -0.2], [-0.3, 0.2, -0.1], [0.5, -0.1, 0.0], [0.0, -0.8, 0.4], [-0.3, 0.4, -0.2], [0.6, 1.1, -0.1], [0.5, -0.7, -0.5], [0.1, 0.3, 0.2], [-0.3, 1.2, 0.0], [0.3, 0.1, 0.5], [-0.3, 0.1, 0.0], [-0.1, 0.4, 0.2], [0.0, -0.2, -0.1], [0.3, -0.1, 0.4], [-0.1, 0.1, 0.2], [0.5, -0.8, 0.0], [-0.1, -0.4, -0.5], [-0.2, 0.8, 0.8], [0.8, -0.5, 1.0], [0.1, 0.2, 0.0], [-0.8, -0.1, 0.3], [0.1, -0.4, -0.4], [-0.6, -0.2, -0.1], [0.1, 0.0, 0.1], [-0.1, 0.0, -0.1], [0.4, 0.2, -0.9], [0.4, 0.3, 0.4], [-0.2, 0.3, 0.1], [0.6, -0.3, 0.2], [0.5, 0.1, 0.3], [0.4, -0.4, -0.3], [-0.8, 0.8, -0.4], [-0.1, -0.1, -0.1], [-0.4, -0.2, -0.2], [0.0, -0.7, 0.0], [0.0, 0.3, -0.3], [0.0, -0.1, 0.4], [0.3, 0.5, 0.0], [0.2, -0.4, -0.4], [-0.1, 0.3, 0.2], [-0.1, 0.2, -0.1], [0.3, 0.0, -0.7], [-0.2, 0.1, -0.1], [0.5, -0.1, 0.0], [0.3, 0.0, 0.2], [-0.8, 0.2, -0.1], [0.3, -0.1, 0.1], [0.3, 0.5, 0.4], [-0.5, -0.4, -0.3], [0.3, -0.1, 0.5], [-1.7, 1.0, -0.1], [-0.3, -0.4, 0.0], [1.0, 0.4, -0.2], [-0.3, 0.3, 0.0], [-0.8, 0.6, -2.0], [0.6, -0.4, 1.2]], "mulliken_charge": [0.2448, -1.5364, 0.4336, -0.9981, 0.6352, -2.6149, 0.8916, -0.1416, 0.6053, -1.8455, 0.6040, 0.5148, -1.5449, -1.2220, 0.0291, -1.3398, -1.1478, 0.4785, -0.8944, -0.7267, -1.1003, -0.4291, 0.5640, 1.1241, 1.1777, -0.3680, -1.2455, -0.7985, -1.2348, 0.3481, 0.9622, -0.6090, -1.1786, -0.7743, -1.1559, 1.0443, 1.2842, -2.0814, 0.3265, 0.5985, -1.3608, -1.2095, 1.0271, -1.3439, -1.5915, 0.0051, -1.3682, -1.2655, 0.4853, 0.3509, 0.2598, 0.4725, 0.4217, -0.0476, 0.2622, 0.8274, 0.9443, 0.7544, 0.3491, 0.5649, 0.2052, 0.5150, 0.2578, 0.1956, 0.2589, 0.4455, 0.5592, 0.1883, 0.4376, 0.3259, 0.1554, 0.1221, 0.4848, 0.5842, 0.4179, 0.4393, 0.3414, 0.1288, 0.4323, 0.3822, 0.4885, 0.0416, 0.4341, 0.4407, 0.4358, 0.5185, 0.1699, 0.7095, 0.2965, 0.2166, 0.4340, 0.3684, 0.3742, 0.0873, 0.0713, 0.2530, 0.4590, 0.3084, 0.2341, 0.2466, 0.5137, 0.6168, 0.1220, 0.4794, 0.2773, 0.1470, 0.1425, 0.5640, -0.1858, 1.7787, -0.7593, -1.1055, -0.3418, 0.4495, -0.5805], "energy_ev": -193093.021, "e_lumo_ev": [-3.45, -5.75], "homo_energy_ev": [-9.8614, -9.9468], "s2": 6.298, "charge": 1, "multiplicity": 5}